# 1
8
Properties=species:S:1:pos:R:3 method="wB97M-V/def2-TZVPD" spin_multiplicity=1 largest_force_ha_per_bohr=0.0525 homo_ev="-10.53 / -7.08"
C -1.31 0.60 0.88
C -0.51 0.90 -0.12
C 0.50 0.07 -0.59
O -1.97 0.34 1.75
Br 1.73 -3.40 1.05
Br 1.51 0.52 -2.14
H -0.72 1.99 -0.42
H 0.77 -1.01 -0.41

=====

# 2
86
Properties=species:S:1:pos:R:3 method="wB97M-V/def2-TZVPD" total_charge=-2 spin_multiplicity=1 largest_force_ha_per_bohr=0.0193 homo_ev=-1.67
Sn -0.68 -0.62 0.24
O -0.98 -1.67 4.61
C -0.97 -1.63 3.38
O -1.24 -0.67 2.60
C -0.52 -2.86 2.61
C -0.34 -4.12 3.17
C 0.11 -5.15 2.35
C 0.43 -4.88 1.03
C 0.25 -3.59 0.56
N -0.25 -2.64 1.33
C 0.68 -3.08 -0.79
O 1.17 -3.86 -1.60
O 0.58 -1.82 -0.92
H -0.56 -4.25 4.22
H 0.25 -6.14 2.75
H 0.83 -5.62 0.35
N 0.43 3.11 -2.67
C 0.43 1.73 -2.46
S 1.90 1.04 -1.89
N -0.69 1.17 -2.81
N -0.91 -0.16 -2.47
C -1.45 -0.84 -3.41
C -1.66 -0.30 -4.79
C -0.95 -0.86 -5.85
C -1.11 -0.39 -7.14
C -2.00 0.64 -7.40
C -2.72 1.20 -6.34
C -2.54 0.74 -5.05
C -1.92 -2.24 -3.18
C -2.78 -2.84 -4.11
C -3.25 -4.11 -3.88
C -2.87 -4.77 -2.72
C -2.03 -4.09 -1.85
N -1.57 -2.87 -2.07
H 1.16 3.58 -2.17
H -0.49 3.52 -2.60
H -0.25 -1.67 -5.65
H -0.55 -0.83 -7.95
H -2.14 1.01 -8.40
H -3.42 2.01 -6.53
H -3.09 1.18 -4.23
H -3.10 -2.30 -4.99
H -3.94 -4.57 -4.58
H -3.22 -5.76 -2.48
H -1.72 -4.55 -0.92
C 4.31 -1.23 1.26
C 3.02 -1.21 0.76
N 1.99 -0.72 1.44
C 2.23 -0.17 2.62
C 3.50 -0.06 3.17
C 4.56 -0.65 2.50
C 3.71 0.74 4.40
C 3.62 2.07 4.45
C 3.41 2.97 3.29
C 3.06 4.31 3.50
C 2.90 5.09 2.37
N 3.05 4.62 1.14
C 3.36 3.33 1.05
N 3.57 2.49 2.06
H 5.11 -1.66 0.68
H 2.79 -1.59 -0.22
H 1.37 0.24 3.14
H 5.56 -0.60 2.90
H 3.93 0.22 5.32
H 3.72 2.57 5.40
H 2.91 4.71 4.49
H 2.62 6.14 2.46
H 3.45 2.90 0.05
I -3.40 -0.77 -0.05
I -6.83 -0.57 -0.34
C -0.33 2.18 3.96
Ge -1.20 2.28 2.22
C -1.03 4.19 1.70
C -3.11 2.03 2.45
C -0.31 1.39 0.71
H -0.80 2.95 4.58
H 0.73 2.39 3.91
H -0.49 1.20 4.43
H -1.24 4.83 2.56
H -1.74 4.42 0.91
H -0.03 4.42 1.33
H -3.45 2.78 3.16
H -3.33 1.04 2.83
H -3.65 2.16 1.51
H 0.77 1.53 0.77
H -0.65 1.93 -0.18

=====

# 3
40
Properties=species:S:1:pos:R:3 method="wB97M-V/def2-TZVPD" spin_multiplicity=1 smiles="CN(C)C(=O)Oc1cccc(NC(=O)c2ccccc2C(F)(F)F)c1" largest_force_ha_per_bohr=0.0128 homo_ev=-8.65
C 3.66 -3.01 -3.96
N 2.40 -2.40 -3.62
C 1.59 -1.96 -4.74
C 2.08 -2.21 -2.32
O 2.78 -2.58 -1.41
O 0.89 -1.57 -2.20
C 0.29 -1.30 -0.99
C 0.59 -1.92 0.22
C -0.14 -1.58 1.34
C -1.15 -0.64 1.30
C -1.43 0.00 0.09
N -2.44 0.96 -0.03
C -2.82 1.95 0.83
O -3.73 2.70 0.56
C -2.10 2.04 2.14
C -2.83 1.83 3.30
C -2.24 1.94 4.55
C -0.91 2.28 4.65
C -0.17 2.54 3.51
C -0.76 2.43 2.26
C 0.11 2.75 1.08
F 0.88 3.82 1.30
F 0.97 1.74 0.79
F -0.55 3.00 -0.06
C -0.72 -0.34 -1.05
H 3.49 -3.92 -4.55
H 4.27 -2.32 -4.54
H 4.18 -3.26 -3.04
H 2.10 -1.16 -5.28
H 0.63 -1.60 -4.39
H 1.43 -2.79 -5.42
H 1.37 -2.65 0.27
H 0.08 -2.07 2.28
H -1.72 -0.41 2.18
H -2.86 1.05 -0.94
H -3.88 1.56 3.21
H -2.83 1.75 5.44
H -0.44 2.37 5.62
H 0.86 2.84 3.59
H -0.93 0.14 -1.99

=====

# 4
94
Properties=species:S:1:pos:R:3 method="wB97M-V/def2-TZVPD" spin_multiplicity=6 largest_force_ha_per_bohr=0.0691 homo_ev="-3.33 / -8.30"
Ir 0.45 -0.09 0.82
P 0.18 0.53 -1.39
Cl 1.64 1.87 1.23
C -2.05 -0.64 0.72
H -2.41 -0.02 -0.09
H -2.24 -0.24 1.73
C 2.00 0.69 -1.80
C -0.69 2.21 -1.48
C 2.46 0.82 -3.25
H 2.25 1.64 -1.29
C 3.95 1.20 -3.24
H 2.33 -0.14 -3.78
H 1.89 1.58 -3.80
C 4.82 0.26 -2.39
H 4.33 1.23 -4.27
H 4.04 2.22 -2.84
C 4.24 -0.06 -1.01
H 4.97 -0.68 -2.94
H 5.82 0.71 -2.27
C 2.76 -0.44 -1.10
H 4.80 -0.88 -0.54
H 4.33 0.81 -0.35
H 2.65 -1.37 -1.68
H 2.36 -0.63 -0.07
C -0.58 -0.58 -2.73
C -2.22 2.06 -1.63
H -0.48 2.62 -0.48
C -2.93 3.42 -1.65
H -2.45 1.52 -2.56
H -2.63 1.48 -0.81
C -2.33 4.39 -2.67
H -3.99 3.26 -1.87
H -2.86 3.85 -0.65
C -0.81 4.51 -2.54
H -2.59 4.06 -3.69
H -2.79 5.38 -2.54
C -0.09 3.15 -2.53
H -0.41 5.12 -3.35
H -0.57 5.02 -1.59
H -0.16 2.69 -3.53
H 0.98 3.30 -2.33
C 0.14 -1.92 -2.91
H -1.59 -0.78 -2.31
C -0.65 -2.85 -3.84
H 1.14 -1.75 -3.32
H 0.29 -2.44 -1.95
C -0.92 -2.21 -5.20
H -0.09 -3.79 -3.97
H -1.60 -3.11 -3.36
C -1.52 -0.81 -5.08
H 0.01 -2.17 -5.78
H -1.61 -2.85 -5.78
C -0.75 0.09 -4.10
H -1.53 -0.32 -6.07
H -2.56 -0.88 -4.75
H 0.25 0.32 -4.51
H -1.28 1.05 -4.01
C -0.29 -1.99 0.71
C -1.98 -2.07 0.55
H 0.07 -2.24 -0.30
C -2.72 -2.87 1.61
H -2.16 -2.40 -0.50
C -1.97 -2.79 2.92
H -3.73 -2.47 1.73
H -2.84 -3.92 1.31
C -0.65 -3.55 2.78
H -1.76 -1.74 3.18
H -2.58 -3.22 3.73
C 0.30 -2.96 1.72
H -0.14 -3.61 3.76
H -0.90 -4.58 2.48
H 1.15 -2.49 2.22
H 0.69 -3.79 1.12
C -1.77 0.15 5.37
C -0.45 0.75 4.90
C -0.21 2.02 5.70
O -0.56 1.09 3.50
B 0.16 0.15 2.79
O 0.82 -0.78 3.60
C 0.77 -0.29 4.94
C 2.11 0.38 5.22
C 0.61 -1.48 5.85
H -2.07 -0.74 4.81
H -2.55 0.91 5.24
H -1.71 -0.09 6.43
H -1.10 2.66 5.62
H -0.08 1.76 6.76
H 0.66 2.57 5.35
H 2.19 0.67 6.27
H 2.91 -0.35 5.00
H 2.27 1.26 4.58
H -0.31 -2.05 5.64
H 1.47 -2.15 5.71
H 0.60 -1.14 6.89

=====

# 5
15
Properties=species:S:1:pos:R:3 method="wB97M-V/def2-TZVPD" spin_multiplicity=1 smiles="CC(=O)N(C)C" largest_force_ha_per_bohr=0.0649 homo_ev=-9.31
C -0.60 -1.70 1.08
C 0.09 -0.39 0.88
O 0.56 0.02 1.95
N 0.12 0.38 -0.22
C -0.24 -0.03 -1.55
C 0.63 1.73 -0.06
H 0.10 -2.54 1.03
H -1.48 -1.94 0.45
H -0.48 -1.32 2.18
H 0.60 0.15 -2.23
H -0.48 -1.10 -1.56
H -1.11 0.53 -1.92
H -0.01 2.43 -0.59
H 1.65 1.80 -0.45
H 0.65 1.97 1.01

=====

# 6
11
Properties=species:S:1:pos:R:3 method="wB97M-V/def2-TZVPD" spin_multiplicity=1 largest_force_ha_per_bohr=0.0220 homo_ev=-9.50
O 1.32 0.11 1.91
C 0.58 -0.06 0.98
C 0.83 -0.65 -0.43
C -0.24 0.37 -0.84
N -1.52 -0.05 -0.36
C -0.68 0.64 0.61
H 1.85 -0.51 -0.79
H 0.54 -1.69 -0.57
H -0.11 1.31 -1.34
H -1.53 -1.05 -0.16
H -1.05 1.58 1.00